81
Properties=species:S:1:pos:R:3 method="wB97M-V/def2-TZVPD" smiles="CC(C)=N[C@@]1(CCO)OC(=O)O[C@@]1(F)CC(=O)F.ClCCl.ClCCl.ClCCl.ClCCl.ClCCl.ClCCl.ClCCl.ClCCl.ClCCl.ClCCl" homo_ev=-9.18 e_tot_ha=-10616.389203 lumo_ha=0.0085
C 0.053 -1.177 3.395
C -0.092 -0.715 1.967
C 1.112 -0.925 1.104
N -1.153 -0.199 1.486
C -1.878 0.946 1.815
C -1.348 1.690 3.029
C 0.028 2.320 2.762
O 0.090 3.713 2.990
O -1.804 1.860 0.658
C -3.023 2.185 0.231
O -3.301 3.110 -0.462
O -3.923 1.263 0.682
C -3.424 0.680 1.853
F -4.010 1.350 2.902
C -3.843 -0.769 1.934
C -5.333 -0.902 1.746
O -6.181 -0.786 2.557
F -5.636 -1.222 0.471
H 0.792 -0.554 3.911
H -0.885 -1.119 3.941
H 0.449 -2.193 3.405
H 0.854 -0.802 0.057
H 1.559 -1.907 1.262
H 1.818 -0.151 1.419
H -2.056 2.487 3.263
H -1.328 1.038 3.901
H 0.782 1.817 3.383
H 0.323 2.144 1.730
H -0.425 3.944 3.775
H -3.625 -1.138 2.936
H -3.331 -1.351 1.173
C -0.530 -0.589 -3.229
Cl 0.794 -1.759 -3.065
Cl -0.811 0.310 -1.738
H -0.295 0.102 -4.030
H -1.420 -1.162 -3.456
C 2.442 -5.430 -2.344
Cl 0.957 -5.727 -1.428
Cl 3.430 -4.139 -1.650
H 3.034 -6.338 -2.352
H 2.168 -5.142 -3.349
C -1.801 3.876 -3.171
Cl -1.944 5.596 -3.548
Cl -0.906 2.996 -4.426
H -1.264 3.768 -2.238
H -2.794 3.452 -3.095
C 1.694 3.786 -0.305
Cl 1.351 2.882 -1.787
Cl 3.017 3.053 0.619
H 1.985 4.795 -0.573
H 0.804 3.792 0.314
C 2.618 -6.681 -6.235
Cl 1.162 -7.022 -5.289
Cl 3.585 -5.379 -5.532
H 3.220 -7.581 -6.258
H 2.318 -6.383 -7.233
C -3.388 6.223 3.605
Cl -3.896 5.101 2.349
Cl -1.985 5.620 4.518
H -3.091 7.156 3.142
H -4.198 6.365 4.309
C 5.312 -1.370 -0.620
Cl 4.378 -1.175 0.868
Cl 7.044 -1.127 -0.361
H 5.155 -2.371 -0.998
H 4.964 -0.634 -1.335
C 0.309 8.181 3.260
Cl -1.172 9.131 3.469
Cl 0.366 7.389 1.685
H 1.155 8.852 3.345
H 0.328 7.417 4.028
C 4.116 -6.928 1.394
Cl 3.212 -5.425 1.599
Cl 5.342 -6.818 0.124
H 4.613 -7.160 2.328
H 3.416 -7.708 1.120
C -1.225 -4.219 -5.475
Cl -2.271 -2.827 -5.161
Cl 0.027 -3.858 -6.667
H -0.742 -4.502 -4.546
H -1.841 -5.023 -5.858